1.
{"formula": "C3H6O3", "method": "wB97M-V/def2-TZVPD", "species": ["O", "O", "O", "C", "C", "C", "H", "H", "H", "H", "H", "H"], "positions_angstrom": [[1.451, -1.004, 0.843], [-0.974, -0.342, 2.076], [0.068, 0.679, -2.003], [0.520, -0.707, -0.127], [0.579, 0.531, -0.765], [-1.157, -0.036, 0.882], [0.918, -1.136, 1.661], [-1.991, -0.406, 0.263], [1.203, 1.329, -0.379], [0.160, -1.570, -0.679], [0.179, 1.597, -2.297], [-0.955, 1.065, 0.524]], "forces_ev_per_a": [[-1.058, 0.428, 0.589], [0.346, -0.285, -1.418], [-0.242, 0.487, 0.538], [1.296, 0.926, -1.958], [1.214, -2.714, -0.124], [-0.833, 3.186, 1.270], [0.283, 0.076, -0.069], [0.584, -0.802, -0.217], [-0.287, 0.077, 0.274], [-0.350, 0.152, -0.045], [-0.169, -0.317, 0.122], [-0.785, -1.213, 1.040]], "nbo_charge": [-0.695, -0.653, -0.640, -0.012, 0.225, 0.161, 0.496, 0.154, 0.195, 0.197, 0.495, 0.077], "smiles": "O/C=C/O.C=O", "spin_multiplicity": 1, "energy_ha": -343.511418, "de_lowest_kcal_mol": 89.8, "max_force_ev_per_a": 3.529, "homo_lumo_gap_ha": [0.3263, 0.3263], "homo_ev": [-8.73, -8.73]}



2.
{"formula": "C5H15BN3O2", "method": "wB97M-V/def2-TZVPD", "species": ["O", "O", "N", "N", "N", "C", "C", "C", "C", "C", "B", "H", "H", "H", "H", "H", "H", "H", "H", "H", "H", "H", "H", "H", "H", "H"], "positions_angstrom": [[-1.980, 2.337, -0.233], [-2.781, 0.047, -0.929], [2.126, 2.554, 1.442], [1.621, 0.381, 1.773], [0.477, 1.554, 0.075], [-0.102, -2.985, -0.271], [-0.396, -1.866, -1.299], [0.395, -0.559, -1.067], [1.360, 1.490, 1.075], [-0.392, 0.431, -0.371], [-1.856, 0.924, -0.538], [-0.040, 2.476, 0.027], [3.013, 2.217, 1.831], [-3.728, 0.235, -1.081], [-0.555, -2.626, 0.653], [-0.763, -3.840, -0.604], [0.901, -0.147, -2.019], [1.065, -0.448, 1.772], [-2.776, 2.847, -0.425], [-0.183, -2.307, -2.312], [-1.446, -1.583, -1.015], [0.875, -3.576, -0.315], [-0.888, -0.537, 1.206], [1.419, -0.682, -0.506], [2.230, 3.319, 0.792], [2.404, 0.345, 2.340]], "forces_ev_per_a": [[0.224, -1.979, -0.536], [-1.271, -0.092, -0.408], [0.290, -0.690, -0.292], [-1.431, 0.366, -1.481], [-1.770, 0.787, 0.597], [-0.680, -1.790, -1.500], [0.620, -0.544, 0.417], [3.346, -1.251, -1.190], [0.847, -0.635, 0.357], [0.877, 0.650, 3.974], [-0.754, 2.458, 0.280], [0.781, -1.179, -0.133], [-0.486, 0.853, 0.001], [0.868, 0.192, 0.248], [0.898, -0.546, 0.618], [0.200, 0.889, 0.514], [-1.461, -0.233, 0.901], [-0.622, -0.226, -0.468], [-0.027, -0.455, 0.031], [-0.825, 0.881, 0.778], [0.862, -0.711, -1.452], [-0.762, 1.719, 0.599], [0.664, 1.787, -2.508], [-1.895, -0.328, -0.605], [-0.060, 0.002, -0.065], [1.567, 0.076, 1.323]], "nbo_charge": [-0.935, -0.884, -0.756, -0.743, -0.613, -0.639, -0.421, -0.506, 0.696, -0.101, 1.096, 0.461, 0.406, 0.532, 0.209, 0.231, 0.259, 0.442, 0.523, 0.232, 0.243, 0.230, 0.002, 0.209, 0.420, 0.408], "spin_multiplicity": 1, "energy_ha": -538.883368, "de_lowest_kcal_mol": 56.2, "max_force_ev_per_a": 4.121, "homo_lumo_gap_ha": 0.3308, "homo_ev": -12.97, "charge": 1}